C37H29ClN4O6Y | ωB97M-V with the def2-TZVPD basis set

```
78
Properties=species:S:1:pos:R:3:forces:R:3
Y 0.02433 -0.16693 1.00375 0.112 -0.161 -0.435
O 1.06198 6.28433 -2.57515 -0.062 -0.091 -0.080
C -0.21288 6.15640 -2.15042 0.154 0.256 0.370
O -1.06204 6.90061 -2.54161 -0.069 -0.110 -0.161
C -0.48398 5.08825 -1.12775 0.029 -0.036 -0.087
C 0.51116 4.49590 -0.35653 -0.055 0.005 0.001
C 0.19850 3.47092 0.51952 -0.029 -0.017 0.051
C -1.11908 3.04706 0.63750 0.004 0.008 -0.129
C -2.12741 3.66309 -0.09864 0.041 0.028 0.012
C -1.80511 4.68499 -0.97268 -0.020 -0.014 0.024
N -1.38872 1.87966 1.39502 -0.018 -0.021 0.080
C -2.38219 1.84532 2.18445 0.056 0.041 -0.018
C -2.74126 0.58958 2.85154 -0.044 0.013 0.021
C -3.75108 0.56502 3.79624 0.020 -0.024 -0.013
C -4.07537 -0.64667 4.39332 0.011 0.018 -0.008
C -3.38143 -1.77576 4.00727 -0.020 -0.003 0.016
C -2.38436 -1.66369 3.04466 0.032 -0.017 -0.003
N -2.05711 -0.50639 2.47361 -0.066 0.095 0.049
H 1.60812 5.56128 -2.24536 -0.006 0.007 -0.028
H 1.54120 4.82767 -0.41719 0.004 -0.010 0.012
H 0.96879 2.98830 1.10930 0.017 0.010 0.001
H -3.14597 3.30172 -0.03150 -0.006 0.007 0.018
H -2.56570 5.17045 -1.56959 -0.005 0.002 0.002
H -2.98684 2.72953 2.38842 -0.017 0.004 -0.018
H -4.26840 1.47824 4.05756 -0.003 0.002 0.004
H -4.85578 -0.70118 5.13990 -0.001 -0.001 0.001
H -3.59951 -2.74312 4.43669 0.000 0.000 -0.004
H -1.82586 -2.52644 2.71067 0.021 -0.008 -0.010
N 1.51113 0.60320 -0.88630 -0.170 -0.002 -0.090
C 0.89890 1.38449 -1.91418 0.150 -0.128 0.016
C 1.59669 2.18402 -2.77254 0.018 0.053 0.031
C 0.93005 2.90831 -3.78504 -0.028 0.011 -0.042
C -0.41914 2.78957 -3.95317 0.011 -0.012 0.013
C -1.16732 1.95418 -3.08788 0.078 0.068 0.026
C -2.56164 1.77043 -3.20994 -0.012 0.007 -0.012
C -3.21705 0.95754 -2.33048 0.012 0.010 -0.026
C -2.48064 0.34681 -1.30095 0.049 -0.038 0.057
N -1.18414 0.49454 -1.14313 -0.005 0.079 0.015
C -0.50761 1.27751 -2.04164 -0.154 -0.194 -0.016
H 1.53131 -0.38607 -1.17427 0.096 0.242 0.079
H 2.46458 0.89692 -0.69308 -0.009 0.014 -0.024
H 2.67525 2.24884 -2.68409 -0.001 -0.011 -0.008
H 1.50562 3.54043 -4.44812 -0.004 0.001 -0.015
H -0.93125 3.32090 -4.74496 0.005 0.011 -0.003
H -3.09550 2.27559 -4.00557 0.005 0.002 -0.005
H -4.28099 0.78411 -2.40482 -0.001 -0.012 0.006
H -2.98714 -0.28369 -0.57596 -0.009 0.014 0.009
O 0.74219 -2.02684 -0.72264 -0.143 0.167 0.347
C 0.29096 -2.83488 0.12528 0.115 0.124 -0.112
O -0.30102 -2.38267 1.17768 0.018 -0.262 0.049
C 0.45415 -4.28845 -0.07208 -0.094 -0.070 0.135
C 0.05933 -5.17815 0.92145 0.001 0.089 -0.027
C 0.20712 -6.55468 0.76594 0.030 -0.071 -0.054
C 0.76177 -6.98231 -0.41727 -0.030 -0.009 0.068
O 0.98339 -8.25688 -0.82472 0.004 0.007 0.012
C 1.72583 -8.15305 -2.04446 -0.005 -0.021 -0.023
O 1.63217 -6.79885 -2.48286 0.006 -0.006 0.002
C 1.15711 -6.09729 -1.41228 0.011 0.090 -0.034
C 1.02028 -4.74407 -1.27550 0.005 -0.056 -0.010
H -0.36158 -4.78524 1.83562 -0.012 0.018 0.005
H -0.09614 -7.25487 1.53070 0.002 -0.004 -0.002
H 1.28478 -8.80965 -2.79049 -0.002 0.007 -0.001
H 2.77164 -8.40720 -1.85246 -0.002 0.015 0.015
H 1.31865 -4.04838 -2.04566 0.007 -0.008 -0.007
Cl 5.72177 -0.27866 -0.52848 0.007 0.010 -0.010
C 4.42260 -0.00406 0.58911 0.013 0.011 0.000
C 3.63148 -1.04943 1.00493 -0.021 -0.058 0.043
C 2.57250 -0.81218 1.88654 -0.068 0.360 -0.002
C 2.27609 0.49288 2.36738 0.015 -0.127 -0.052
C 1.04142 0.75040 3.06787 0.050 -0.236 -0.036
C 3.14201 1.53120 1.92960 -0.031 -0.085 0.018
C 4.19198 1.28826 1.07655 0.031 -0.009 -0.017
H 3.83188 -2.05275 0.65172 -0.003 0.003 0.013
H 2.01487 -1.66335 2.27165 -0.002 -0.010 0.017
H 0.91030 1.74586 3.47965 0.041 0.011 -0.009
H 0.76359 -0.03123 3.77931 -0.031 0.013 -0.005
H 2.99532 2.53178 2.31929 -0.016 0.006 -0.001
H 4.85847 2.08896 0.78173 -0.006 0.007 0.004
```
Positions in Å, forces in eV/Å.

Results
multiplicity	1
ΔE to the lowest compared entry with this formula, charge and spin	0.0	kcal per mole
charge	+1

How is the electron density shared among the atoms? According to Löwdin, the charges in e are: atom 1 (Y): 1.55, atom 2 (O): 0.12, atom 3 (C): -0.48, atom 4 (O): 0.14, atom 5 (C): -0.12, atom 6 (C): 0.00, atom 7 (C): -0.01, atom 8 (C): -0.26, atom 9 (C): -0.01, atom 10 (C): 0.01, atom 11 (N): 0.02, atom 12 (C): -0.05, atom 13 (C): -0.25, atom 14 (C): 0.01, atom 15 (C): -0.02, atom 16 (C): -0.02, atom 17 (C): -0.09, atom 18 (N): 0.05, atom 19 (H): 0.09, atom 20 (H): 0.13, atom 21 (H): 0.09, atom 22 (H): 0.12, atom 23 (H): 0.13, atom 24 (H): 0.15, atom 25 (H): 0.12, atom 26 (H): 0.12, atom 27 (H): 0.12, atom 28 (H): 0.10, atom 29 (N): 0.06, atom 30 (C): -0.23, atom 31 (C): 0.00, atom 32 (C): -0.06, atom 33 (C): -0.01, atom 34 (C): -0.14, atom 35 (C): 0.02, atom 36 (C): -0.03, atom 37 (C): -0.11, atom 38 (N): 0.04, atom 39 (C): -0.16, atom 40 (H): 0.08, atom 41 (H): 0.08, atom 42 (H): 0.13, atom 43 (H): 0.12, atom 44 (H): 0.13, atom 45 (H): 0.13, atom 46 (H): 0.12, atom 47 (H): 0.12, atom 48 (O): -0.06, atom 49 (C): -0.57, atom 50 (O): -0.18, atom 51 (C): -0.14, atom 52 (C): -0.01, atom 53 (C): 0.03, atom 54 (C): -0.21, atom 55 (O): 0.05, atom 56 (C): -0.11, atom 57 (O): 0.04, atom 58 (C): -0.20, atom 59 (C): 0.09, atom 60 (H): 0.11, atom 61 (H): 0.12, atom 62 (H): 0.14, atom 63 (H): 0.14, atom 64 (H): 0.13, atom 65 (Cl): 0.68, atom 66 (C): -0.70, atom 67 (C): -0.10, atom 68 (C): -0.12, atom 69 (C): -0.40, atom 70 (C): -0.18, atom 71 (C): -0.06, atom 72 (C): -0.11, atom 73 (H): 0.12, atom 74 (H): 0.11, atom 75 (H): 0.05, atom 76 (H): 0.05, atom 77 (H): 0.11, atom 78 (H): 0.11